Version P
Computed, not measured: the ion C3H6BrN2O with charge +1, with the ωB97M-V functional and the def2-TZVPD basis.

Values from the calculation:
Charge: +1
Kohn-Sham gap (alpha / beta), eV: 8.283 / 7.510
E_HOMO (alpha / beta), Eh: -0.512 / -0.504

Element x y z (Å)
C: 0.8844 1.0637 -0.1239
C: -0.5780 0.9339 0.4300
C: -0.2612 -1.4463 0.0563
N: 1.4165 -0.0724 -0.6272
N: -1.1364 -0.2916 -0.1288
O: 1.3565 2.1571 -0.0930
Br: 3.0647 -0.7421 -0.4004
H: -0.4127 0.9338 1.5916
H: -1.1504 1.7801 0.1446
H: -0.0026 -2.0580 -0.9346
H: 0.1843 -1.7472 1.0625
H: -2.1361 -0.4425 0.2393
H: -1.2291 -0.0685 -1.2165

---

Version Q
Computed, not measured: a cluster of 2 separate species, C3H6BrN2O in total, with the ωB97M-V functional and the def2-TZVPD basis.

Values from the calculation:
Charge: +1
Kohn-Sham gap (alpha / beta), eV: 9.191 / 7.961
E_HOMO (alpha / beta), Eh: -0.514 / -0.449

Element x y z (Å)
C: -0.5337 -0.1778 1.1696
C: 1.0074 -0.2737 -0.4153
C: -1.1187 1.0492 -0.7946
N: -0.2280 0.2378 -0.0011
N: 0.4894 -0.9118 1.6691
O: 1.5325 -0.9763 0.6801
Br: 2.1337 0.6648 -1.4655
H: -1.4738 0.1374 1.6850
H: 1.3770 -2.2591 -2.0089
H: -2.0187 1.3458 -0.1932
H: -0.5807 2.0100 -1.1957
H: -1.2981 0.4245 -1.7281
H: 0.7116 -1.2709 2.5987

---

Version R
Computed, not measured: the ion C3H6BrN2O with charge +1, with the ωB97M-V functional and the def2-TZVPD basis.

Values from the calculation:
SMILES: C[N+](/C=[NH+]\[O-])=C\Br
Charge: +1
Kohn-Sham gap (alpha / beta), eV: 8.497 / 8.494
E_HOMO (alpha / beta), Eh: -0.511 / -0.511

Element x y z (Å)
C: 0.0490 1.6281 0.2748
N: 0.1474 0.2766 -0.1789
C: -1.0443 -0.4773 -0.2888
N: -0.9948 -1.7396 0.0543
O: 0.0986 -2.3035 0.3398
C: 1.3226 -0.3724 -0.3941
Br: 2.9061 0.3646 0.1368
H: 0.5511 2.3592 -0.4016
H: -0.9505 1.9003 0.4343
H: 0.5729 1.8672 1.2449
H: -2.0081 0.1480 -0.4292
H: -1.8860 -2.3141 0.2657
H: 1.2358 -1.3370 -1.0580

---

Version S
Computed, not measured: the ion C3H6BrN2O with charge +1, with the ωB97M-V functional and the def2-TZVPD basis.

Values from the calculation:
Charge: +1
Kohn-Sham gap (alpha / beta), eV: 7.597 / 7.365
E_HOMO (alpha / beta), Eh: -0.479 / -0.480

Element x y z (Å)
C: -1.4204 -2.6096 0.0035
C: -2.1312 -0.3547 0.1758
C: 1.0268 1.2929 -0.0232
N: -1.1503 0.6295 0.0437
N: 0.0549 0.3415 -0.0795
O: -2.1832 -1.5993 -0.0195
Br: -3.8361 0.4376 0.0186
H: -0.3284 -2.5878 -0.0168
H: -1.8564 -3.5250 -0.0896
H: 0.7688 2.1383 0.4832
H: 1.2599 1.4791 -1.0665
H: 1.8690 0.8344 0.3747
H: -1.5082 1.6392 0.2998

---

It is version Q that is the least stable of them.

---

Version P
Computed, not measured: an isolated molecule of C4H9N2PS, with the ωB97M-V functional and the def2-TZVPD basis.

Values from the calculation:
SMILES: C=PSCN1CN1C
Kohn-Sham gap, eV: 8.760
E_HOMO, Eh: -0.289

Element x y z (Å)
C: -2.9013 -0.7815 1.5074
P: -2.0055 -0.9416 0.1188
S: -2.2157 0.8761 -0.8760
C: -0.5041 0.8136 -1.5576
N: 0.5189 0.7501 -0.4847
C: 1.1057 -0.4990 -0.2140
N: 0.1581 0.0888 0.6943
C: 0.4124 0.5979 2.0502
H: -3.0466 -1.6682 2.0546
H: -3.5476 -0.0006 1.5560
H: -0.4897 1.6420 -2.1881
H: -0.3043 -0.2349 -2.1087
H: 2.1143 -0.4454 -0.0093
H: 0.8235 -1.5775 -0.6383
H: -0.2549 1.5576 2.1309
H: 0.0828 -0.2248 2.6505
H: 1.4694 0.9351 2.1714

---

Version Q
Computed, not measured: an isolated molecule of C4H9N2PS, with the ωB97M-V functional and the def2-TZVPD basis.

Values from the calculation:
SMILES: C=P[N@@+]1(C)CN1C[S-]
Kohn-Sham gap (alpha / beta), eV: 5.456 / 5.457
E_HOMO (alpha / beta), Eh: -0.242 / -0.242

Element x y z (Å)
C: 1.2533 0.4620 -2.1129
P: 1.7533 0.3835 -0.4994
N: 0.2252 -0.4580 0.2523
C: 0.0333 -1.6074 -0.5469
C: 0.0314 -0.5271 1.6217
N: -0.9917 0.0615 0.8960
C: -1.2223 1.5501 0.8080
S: -0.4114 2.6006 1.9590
H: 1.9061 1.0959 -2.6962
H: 0.2401 0.2607 -2.5142
H: -0.0816 -1.2378 -1.6201
H: 0.9100 -2.2507 -0.5181
H: -0.6822 -2.2362 -0.0396
H: -0.1862 -1.4755 1.9212
H: 0.6018 0.1194 2.3197
H: -1.1598 1.7423 -0.2722
H: -2.2193 1.5165 1.0416

---

It is version Q that is the least stable of them.

---

Version P
Computed, not measured: a cluster of 2 separate species, C3H5O3 in total, with the ωB97M-V functional and the def2-TZVPD basis.

Values from the calculation:
Charge: -1
Kohn-Sham gap, eV: 8.087
E_HOMO, Eh: -0.152

Element x y z (Å)
O: -3.0830 -0.4397 0.9492
C: -2.0767 0.1090 0.5520
C: -0.7972 -0.4350 0.1237
H: -2.0475 1.2375 0.5886
H: 0.0127 0.1460 0.5402
H: -0.6545 -1.5171 0.1177
H: -0.7907 -0.0907 -0.9511
O: 1.4572 0.9456 -1.0169
C: 2.3359 0.2326 -0.4767
O: 2.2742 -0.5570 0.4840
H: 3.3697 0.3688 -0.9107

---

Version Q
Computed, not measured: a cluster of 2 separate species, C3H5O3 in total, with the ωB97M-V functional and the def2-TZVPD basis.

Values from the calculation:
Charge: -1
Kohn-Sham gap, eV: 8.882
E_HOMO, Eh: -0.166

Element x y z (Å)
C: -1.7345 -2.3060 0.1820
C: -1.2678 -1.0573 0.3256
O: -1.0002 -0.2391 -0.6933
H: -1.7674 -2.9536 1.0479
H: -2.1429 -2.5806 -0.7836
H: -1.1125 -0.6041 1.3134
H: 0.0951 0.0637 -0.8012
O: 1.0654 0.9734 -0.9998
C: 1.1945 1.5324 0.1380
O: 1.7701 1.1342 1.1421
H: 0.6609 2.5186 0.2504

---

It is version Q that is the least stable of them.

---

Version P
Computed, not measured: a cluster of 2 separate species, C3H5O3 in total, with the ωB97M-V functional and the def2-TZVPD basis.

Values from the calculation:
Charge: -1
Kohn-Sham gap, eV: 8.170
E_HOMO, Eh: -0.156

Element x y z (Å)
O: -1.9293 2.2962 -0.8719
C: -1.3256 1.2556 -0.9579
C: -0.7926 0.4305 0.1419
H: -1.0595 0.9171 -1.9859
H: -0.8624 0.8372 1.1487
H: 0.2808 0.2426 0.0178
H: -1.2114 -0.5855 0.0724
O: 1.9243 -0.2951 1.2436
C: 1.7232 -1.3334 0.5865
O: 1.8789 -1.5701 -0.6243
H: 1.3735 -2.1951 1.2292

---

Version Q
Computed, not measured: a cluster of 2 separate species, C3H5O3 in total, with the ωB97M-V functional and the def2-TZVPD basis.

Values from the calculation:
Charge: -1
Kohn-Sham gap, eV: 7.634
E_HOMO, Eh: -0.149

Element x y z (Å)
O: 1.0798 -1.2257 1.7382
C: 0.2755 -0.4389 2.2791
O: -0.4201 0.4690 1.7805
H: 0.1624 -0.5700 3.3965
C: 0.5775 -0.3925 -1.4541
C: -0.4611 0.4150 -1.4867
O: -0.8889 1.0003 -2.6746
H: 0.9298 -0.7946 -0.5106
H: 1.0932 -0.6119 -2.3831
H: -1.0057 0.7123 -0.5964
H: -1.7702 1.3523 -2.5236

---

Version R
Computed, not measured: a structure of composition C3H5O3, with the ωB97M-V functional and the def2-TZVPD basis.

Values from the calculation:
Charge: -1
Kohn-Sham gap, eV: 8.494
E_HOMO, Eh: -0.154

Element x y z (Å)
C: 0.5747 -2.2095 0.9661
C: 0.1634 -1.4209 -0.0422
O: -1.0906 -0.9878 -0.1840
H: 1.5697 -2.6221 0.9223
H: 0.1613 -2.0927 1.9511
H: 0.8895 -0.9152 -0.6929
H: -0.9555 0.1533 -0.4261
O: -0.5982 1.3646 -0.3503
C: -0.3488 2.5922 -0.6612
O: -0.8933 3.5374 -0.1136
H: 0.5279 2.6005 -1.3690

---

It is version R that is the least stable of them.

---

Version P
Computed, not measured: an isolated molecule of C5H5Cl, with the ωB97M-V functional and the def2-TZVPD basis.

Values from the calculation:
Kohn-Sham gap (alpha / beta), eV: 7.798 / 7.875
E_HOMO (alpha / beta), Eh: -0.338 / -0.314

Element x y z (Å)
C: 2.7577 -0.0217 1.8327
C: 0.7212 -0.0767 0.1890
C: 2.0194 -0.0829 0.7138
C: -0.2874 -0.7518 -0.2555
C: -1.5771 -0.1935 -0.7510
Cl: -0.2444 -2.5382 -0.2929
H: 2.6765 -0.3893 -0.1179
H: 2.7327 0.7340 2.6005
H: -1.4917 0.8819 -0.8862
H: -2.3738 -0.3986 -0.0351
H: -1.8417 -0.6613 -1.6981

---

Version Q
Computed, not measured: a cluster of 2 separate species, C5H5Cl in total, with the ωB97M-V functional and the def2-TZVPD basis.

Values from the calculation:
Kohn-Sham gap (alpha / beta), eV: 8.249 / 8.250
E_HOMO (alpha / beta), Eh: -0.323 / -0.323

Element x y z (Å)
C: -2.4993 -0.0466 1.1215
C: -3.2664 -0.0867 2.0468
C: 0.0064 -1.4838 0.6289
C: -0.2769 -0.2968 0.2411
C: 0.0309 0.9099 -0.4435
Cl: -4.5338 -0.6653 2.8751
H: 0.9792 -2.0318 0.4476
H: -0.6259 -2.0014 1.2720
H: 1.0121 0.6946 -0.8302
H: 0.1343 1.4768 0.4374
H: -0.6126 1.1857 -1.2780

---

It is version Q that is the least stable of them.

---

Version P
Computed, not measured: a cluster of 2 separate species, C3H4Br2O in total, with the ωB97M-V functional and the def2-TZVPD basis.

Values from the calculation:
Kohn-Sham gap, eV: 8.039
E_HOMO, Eh: -0.326

Element x y z (Å)
C: 0.7858 3.2761 -2.0013
C: -0.3231 0.0201 1.4892
C: -0.8846 0.1091 0.0919
O: 0.2413 3.7501 -2.9721
Br: -2.7684 0.0187 0.0829
Br: 0.1120 3.3353 -0.2755
H: 1.7251 2.6835 -1.9805
H: -1.0004 -0.6018 2.1132
H: -0.1719 0.9142 2.0631
H: 0.5366 -0.6570 1.4052

---

Version Q
Computed, not measured: a cluster of 2 separate species, C3H4Br2O in total, with the ωB97M-V functional and the def2-TZVPD basis.

Values from the calculation:
Kohn-Sham gap (alpha / beta), eV: 5.140 / 8.832
E_HOMO (alpha / beta), Eh: -0.300 / -0.362

Element x y z (Å)
C: -0.1822 0.3006 1.0527
C: 0.5708 0.6166 2.1556
C: 0.2533 0.2837 -0.3273
O: -0.1816 1.6361 1.7883
Br: -0.6354 -1.9057 4.2063
Br: 2.3982 0.4596 2.6456
H: -1.1040 -0.1604 1.2433
H: 1.2228 -0.2054 -0.4291
H: 0.4345 1.3519 -0.4793
H: -0.3880 -0.1080 -1.1164

---

It is version Q that is the least stable of them.